1.
Density functional theory data (ωB97M-V/def2-TZVPD) for a molecular structure, C48H46BN8S2Sr.

```
106
Properties=species:S:1:pos:R:3:lowdin_charge:R:1
Sr 1.567 0.504 0.630 1.204
C 6.771 -1.998 0.386 -0.010
C 5.919 -0.775 0.441 -0.253
C 6.324 0.543 0.461 0.039
C 5.142 1.293 0.514 -0.237
N 4.092 0.477 0.525 -0.018
N 4.569 -0.796 0.480 0.021
B 3.667 -2.051 0.461 -0.487
N 2.783 -2.093 -0.833 0.031
N 1.956 -1.090 -1.218 -0.041
C 1.380 -1.456 -2.359 -0.252
C 1.849 -2.719 -2.738 0.040
C 2.738 -3.087 -1.748 -0.250
C 3.556 -4.333 -1.677 -0.007
C 0.390 -0.589 -3.017 -0.154
C 0.210 0.747 -2.657 -0.051
C -0.746 1.533 -3.283 -0.079
C -1.537 1.005 -4.293 -0.091
C -1.362 -0.319 -4.669 -0.076
C -0.413 -1.105 -4.034 -0.031
N 2.848 -2.200 1.780 0.027
N 2.046 -1.231 2.298 -0.052
C 1.516 -1.705 3.420 -0.255
C 1.988 -3.002 3.653 0.041
C 2.829 -3.279 2.595 -0.252
C 3.625 -4.520 2.368 -0.008
C 0.583 -0.895 4.218 -0.164
C 0.397 0.470 4.002 -0.058
C -0.486 1.201 4.782 -0.077
C -1.201 0.585 5.797 -0.081
C -1.030 -0.773 6.021 -0.070
C -0.149 -1.502 5.238 -0.023
C 4.987 2.758 0.552 -0.151
C 3.740 3.384 0.578 -0.049
C 3.626 4.764 0.611 -0.077
C 4.763 5.557 0.618 -0.078
C 6.011 4.953 0.593 -0.065
C 6.119 3.572 0.561 -0.020
H 7.820 -1.710 0.369 0.086
H 6.565 -2.588 -0.507 0.082
H 6.608 -2.637 1.254 0.083
H 7.340 0.894 0.439 0.111
H 4.372 -3.003 0.401 0.102
H 1.609 -3.288 -3.619 0.113
H 3.345 -4.954 -2.545 0.087
H 3.336 -4.913 -0.782 0.071
H 4.621 -4.104 -1.673 0.084
H 0.823 1.231 -1.903 0.072
H -0.856 2.569 -2.987 0.097
H -2.267 1.626 -4.796 0.108
H -1.962 -0.743 -5.465 0.110
H -0.293 -2.140 -4.328 0.114
H 1.777 -3.652 4.484 0.113
H 3.460 -5.211 3.192 0.087
H 4.691 -4.301 2.315 0.083
H 3.341 -5.022 1.444 0.071
H 0.919 1.022 3.225 0.066
H -0.609 2.260 4.593 0.106
H -1.880 1.158 6.413 0.105
H -1.582 -1.269 6.807 0.108
H -0.031 -2.563 5.417 0.110
H 2.814 2.818 0.572 0.050
H 2.645 5.221 0.631 0.106
H 4.677 6.635 0.644 0.107
H 6.907 5.559 0.599 0.110
H 7.100 3.119 0.543 0.108
S -1.001 -1.088 0.701 0.728
C -2.077 -0.132 -0.132 -0.697
N -2.894 -0.582 -1.073 -0.076
C -3.986 0.250 -1.575 -0.082
C -4.540 1.038 -0.420 -0.077
N -3.450 1.827 0.160 -0.084
C -3.818 3.192 0.566 -0.108
C -4.116 4.051 -0.638 -0.221
C -3.123 4.306 -1.581 -0.042
C -3.406 5.069 -2.701 -0.069
C -4.681 5.590 -2.888 -0.075
C -5.670 5.345 -1.950 -0.068
C -5.388 4.574 -0.829 -0.045
C -2.220 1.345 0.220 -0.673
S -0.909 2.289 0.671 0.650
C -2.867 -1.966 -1.569 -0.114
C -4.042 -2.756 -1.051 -0.217
C -4.228 -2.949 0.317 -0.036
C -5.326 -3.657 0.777 -0.068
C -6.247 -4.183 -0.122 -0.077
C -6.066 -3.998 -1.482 -0.071
C -4.968 -3.282 -1.943 -0.046
H -4.746 -0.415 -1.982 0.137
H -3.623 0.910 -2.366 0.129
H -4.973 0.382 0.340 0.148
H -5.298 1.738 -0.766 0.133
H -3.009 3.594 1.170 0.086
H -4.708 3.100 1.192 0.136
H -2.126 3.914 -1.422 0.077
H -2.629 5.270 -3.428 0.108
H -4.898 6.190 -3.761 0.108
H -6.663 5.751 -2.087 0.109
H -6.165 4.384 -0.097 0.116
H -1.911 -2.400 -1.286 0.093
H -2.910 -1.902 -2.657 0.119
H -3.503 -2.553 1.019 0.089
H -5.462 -3.808 1.840 0.108
H -7.101 -4.739 0.242 0.108
H -6.778 -4.406 -2.186 0.108
H -4.830 -3.138 -3.009 0.114
```

Values from the calculation:
E_LUMO = -3.18 eV
charge = +1
largest force on an atom = 0.711 eV/Å
HOMO level = -10.368 eV

---

2.
Density functional theory data (ωB97M-V/def2-TZVPD) for a molecular structure, C26H30OS in a non-equilibrium geometry.

```
58
Properties=species:S:1:pos:R:3:lowdin_charge:R:1
C -51.008 17.678 36.002 -0.304
S -51.124 18.832 34.670 0.859
O -52.356 19.802 35.030 -0.587
C -49.642 19.776 34.760 -0.269
H -51.933 16.911 36.079 0.101
H -50.859 18.243 36.894 0.020
H -50.159 17.023 35.814 0.030
H -49.821 20.624 35.391 0.053
H -49.241 20.098 33.804 0.057
H -48.875 19.068 34.987 0.026
C -49.135 19.021 41.426 -0.108
C -48.342 19.010 40.157 -0.059
C -48.849 19.459 38.944 -0.141
C -50.064 20.095 39.034 -0.143
C -50.836 20.325 40.205 -0.019
C -50.318 19.584 41.417 -0.111
H -48.896 18.447 42.193 0.047
H -47.340 18.635 40.057 0.076
H -48.107 19.624 38.084 0.132
H -50.510 20.341 38.011 0.107
H -51.868 20.716 40.369 0.097
H -50.873 19.638 42.424 0.129
C -44.615 17.242 36.541 -0.079
C -45.970 16.920 37.285 -0.017
C -47.162 16.566 36.457 -0.089
C -46.944 16.534 35.054 -0.128
C -45.786 16.958 34.312 0.005
C -44.458 17.289 35.139 -0.026
H -43.616 17.287 37.214 0.122
H -46.104 16.947 38.330 0.046
H -48.024 16.394 37.084 0.069
H -47.850 16.220 34.487 0.095
H -45.797 16.913 33.365 0.001
H -43.928 17.473 34.354 0.009
C -54.110 18.175 39.312 -0.079
C -53.742 19.064 38.086 -0.070
C -54.135 20.405 38.143 -0.113
C -54.885 20.938 39.211 -0.151
C -55.174 20.265 40.384 -0.092
C -54.664 18.797 40.453 -0.100
H -53.832 17.025 39.243 0.100
H -53.486 18.514 37.236 0.041
H -53.886 20.664 37.083 0.106
H -55.354 22.020 39.263 0.131
H -55.781 20.661 41.234 0.097
H -54.885 18.360 41.528 0.113
C -49.693 15.266 39.642 -0.170
C -49.105 14.112 39.025 -0.081
C -49.839 13.680 37.828 -0.097
C -51.073 14.349 37.460 -0.173
C -51.596 15.401 38.088 -0.137
C -50.841 15.969 39.326 -0.051
H -49.066 15.809 40.541 0.137
H -48.163 13.496 39.425 0.139
H -49.501 12.830 37.282 0.070
H -51.728 13.486 36.670 0.190
H -52.581 15.964 37.831 0.097
H -51.006 16.943 39.821 0.090
```

Values from the calculation:
E_LUMO = 0.40 eV
charge = 0
largest force on an atom = 12.213 eV/Å
HOMO level = -8.704 eV
ΔE to the lowest compared entry with this formula, charge and spin = 933.61 kJ/mol

---

3.
Density functional theory data (ωB97M-V/def2-TZVPD) for 2 unconnected molecules or ions with the total composition C8H8ClO2Si in a non-equilibrium geometry.

```
20
Properties=species:S:1:pos:R:3:lowdin_charge:R:1
C 3.500 -0.120 0.011 -0.085
C 2.385 -1.005 0.088 -0.129
C 3.539 0.876 0.986 -0.154
C 1.588 0.048 2.104 -0.163
C 1.469 -0.926 1.113 0.007
C 2.606 0.969 2.021 -0.688
C -1.935 -0.523 -1.112 -0.819
C -1.588 -0.516 0.257 0.113
O -3.223 -0.713 -1.298 -0.279
O -1.307 -0.152 -2.106 -0.043
Si -4.579 0.124 -1.966 0.608
Cl 2.771 2.318 3.128 0.598
H 4.209 -0.192 -0.718 0.058
H 2.439 -1.795 -0.691 0.093
H 4.384 1.578 1.056 0.090
H 0.677 0.243 2.651 0.087
H -1.830 -1.297 0.895 -0.066
H -4.617 0.392 -3.505 -0.071
H -4.704 1.417 -1.204 -0.067
H -5.784 -0.726 -1.711 -0.089
```

Values from the calculation:
E_LUMO (spin up / spin down) = 3.15 / 2.66 eV
charge = -1
largest force on an atom = 6.045 eV/Å
HOMO level (spin up / spin down) = -3.600 / -3.072 eV

---

4.
Density functional theory data (ωB97M-V/def2-TZVPD) for 7 unconnected molecules or ions with the total composition C29H53FNO11S5 in a non-equilibrium geometry.

```
100
Properties=species:S:1:pos:R:3:lowdin_charge:R:1
C 1.952 -1.527 -1.728 0.038
C 0.840 -0.818 -1.169 -0.296
O -0.379 -0.792 -1.595 0.077
N 1.049 0.041 0.155 0.097
H 0.250 -0.128 0.675 -0.003
H 1.856 -0.500 0.571 0.172
C 1.382 1.515 -0.173 0.060
H 2.832 -1.383 -1.425 0.008
H 1.927 -1.356 -2.963 0.179
H 1.670 -2.564 -1.525 0.113
H 1.455 2.274 0.603 0.102
H 0.601 1.840 -0.532 -0.024
H 1.918 1.599 -1.067 0.088
F 2.060 4.526 -3.170 0.030
C 1.873 3.316 -3.780 -0.251
C 2.878 2.307 -3.928 -0.049
C 2.561 1.121 -4.459 -0.118
C 1.219 0.900 -4.970 -0.091
C 0.247 1.757 -4.654 -0.128
C 0.562 3.008 -4.058 -0.025
H 4.004 2.367 -3.687 0.148
H 3.400 0.561 -4.635 0.073
H 0.750 -0.153 -5.594 0.176
H -0.833 1.749 -4.936 0.123
H -0.233 3.652 -3.669 0.116
C -0.067 1.492 5.684 -0.073
C 0.549 0.168 6.297 -0.165
C 1.271 -0.452 5.256 -0.250
S 1.695 0.680 3.954 0.695
O 1.009 0.399 2.708 -0.314
O 3.126 0.744 3.903 -0.277
C 0.957 2.023 4.632 -0.190
H -0.251 2.213 6.237 0.041
H -0.864 1.247 5.203 0.026
H -0.237 -0.589 6.586 0.142
H 1.101 0.171 7.233 0.126
H 0.641 -1.133 4.725 0.107
H 2.020 -0.996 5.515 0.058
H 0.537 2.774 3.852 0.162
H 1.710 2.386 4.969 -0.006
C 2.734 -5.760 -4.832 -0.239
C 3.463 -5.379 -5.972 -0.355
C 3.406 -4.033 -6.198 -0.258
S 1.628 -3.737 -6.051 0.681
O 0.983 -4.214 -7.248 -0.278
O 1.400 -2.410 -5.560 -0.336
C 1.492 -4.919 -4.785 -0.223
H 3.382 -5.444 -3.855 0.175
H 2.837 -6.766 -4.672 0.095
H 3.114 -5.727 -6.846 0.085
H 4.617 -5.829 -6.156 0.213
H 3.494 -3.583 -7.201 0.137
H 3.914 -3.413 -5.586 0.080
H 0.650 -5.718 -5.016 0.168
H 1.415 -4.578 -3.813 0.070
C -2.840 -4.333 1.448 -0.162
C -2.023 -5.209 2.428 -0.244
C -0.826 -4.592 2.663 -0.298
S -0.235 -3.857 1.172 0.642
O 0.534 -4.898 0.501 -0.324
O 0.329 -2.591 1.350 -0.284
C -1.805 -3.938 0.376 -0.236
H -3.213 -3.304 1.978 0.142
H -3.711 -4.591 1.018 0.072
H -1.742 -5.879 1.841 0.045
H -2.767 -5.484 3.221 0.168
H 0.020 -5.259 2.878 0.118
H -0.616 -3.841 3.576 0.163
H -1.772 -4.713 -0.466 0.138
H -1.952 -2.992 -0.218 0.106
C -1.203 6.924 1.419 -0.238
C -2.215 6.469 0.410 -0.296
C -2.246 5.084 0.310 -0.250
S -0.492 4.712 0.386 0.697
O 0.108 4.560 -0.890 -0.274
O -0.497 3.587 1.287 -0.347
C 0.029 6.219 1.252 -0.216
H -1.774 6.909 2.367 0.140
H -0.942 8.015 1.371 0.148
H -2.057 6.749 -0.597 0.132
H -3.110 6.769 0.732 0.095
H -2.688 4.942 -0.686 0.132
H -2.792 4.429 1.164 0.147
H 0.703 6.707 0.660 0.078
H 0.663 6.151 2.185 0.149
C -2.937 1.530 3.397 -0.219
C -3.794 1.984 2.299 -0.276
C -3.462 1.384 1.069 -0.241
S -2.652 -0.145 1.429 0.714
O -1.328 0.079 0.947 -0.313
O -3.451 -1.292 1.073 -0.305
C -2.687 0.021 3.255 -0.159
H -3.362 1.562 4.422 0.134
H -2.022 2.155 3.419 0.118
H -3.632 2.995 2.204 0.077
H -4.790 1.724 2.539 0.132
H -2.965 2.124 0.279 0.166
H -4.302 1.008 0.556 0.091
H -1.552 -0.145 3.200 0.107
H -3.497 -0.662 3.573 0.125
```

Values from the calculation:
E_LUMO = -2.02 eV
charge = +1
largest force on an atom = 11.482 eV/Å
HOMO level = -10.869 eV
ΔE to the lowest compared entry with this formula, charge and spin = 403.32 kJ/mol